1.
C48H36ClN6O4PRbS as an isolated structure, computed with ωB97M-V/def2-TZVPD.

Results
orbital gap = 5.2 eV
energy relative to the best compared isomer or geometry (same formula, charge and spin) = 8.9 kJ/mol
total charge = -1

```
98
Properties=species:S:1:pos:R:3:mulliken_charge:R:1
Rb 0.46606 0.19152 -0.31001 1.3700
S -1.33272 -4.31044 -7.31506 0.0856
N -1.86751 -2.85003 -6.85757 -0.7001
C -1.44705 -2.65699 -5.62291 0.8755
C -1.68670 -1.47871 -4.82604 0.5488
C -2.34891 -0.34987 -5.31320 -0.5852
C -2.49114 0.74153 -4.49029 -0.9902
C -1.99359 0.66201 -3.18779 0.0757
N -1.39187 -0.40675 -2.70408 0.1307
C -1.20492 -1.46079 -3.50409 -0.4617
C -0.42618 -2.59105 -2.97029 -0.2450
N 0.03202 -2.49080 -1.71861 -0.1368
C 0.82487 -3.43264 -1.24543 -0.3394
C 1.19834 -4.55966 -1.98391 -0.8254
C 0.69953 -4.70460 -3.25651 -0.6338
C -0.13258 -3.70794 -3.77341 0.4372
C -0.68451 -3.75357 -5.10559 0.9146
N -0.55068 -4.74621 -5.96288 -0.7083
H -2.71754 -0.35240 -6.33079 0.4930
H -2.96927 1.64758 -4.83623 0.4487
H -2.07742 1.50958 -2.51604 0.1259
H 1.19143 -3.27899 -0.23614 0.4744
H 1.86377 -5.29520 -1.55311 0.4350
H 0.94248 -5.56067 -3.87260 0.5004
O 1.70760 1.40381 -2.12589 -0.9169
C 2.53075 2.35805 -2.07654 0.0842
C 3.92507 2.15927 -2.37154 -0.7452
C 4.84067 3.17828 -2.38057 -0.3394
C 4.44768 4.49288 -2.09186 -0.8574
C 3.12528 4.73092 -1.77787 -0.7710
C 2.16160 3.71745 -1.74284 1.0392
C 0.78532 4.02447 -1.38541 -0.3082
N -0.17916 3.18182 -1.05204 0.6991
C -1.29131 3.93982 -0.79691 -0.0778
C -1.02936 5.26033 -0.99606 -1.3489
N 0.29922 5.30770 -1.34999 0.0544
H 4.22143 1.14073 -2.59709 0.4135
H 5.88355 2.97436 -2.60074 0.3696
H 5.16950 5.30033 -2.10220 0.3634
H 2.83779 5.74908 -1.52798 0.2244
H -2.22383 3.48446 -0.49751 0.3516
H -1.63209 6.14615 -0.89098 0.4408
H 0.81025 6.12950 -1.60645 0.1824
Cl -2.48438 0.50556 0.05855 0.2038
C -3.62595 1.23597 1.13848 -0.1692
C -4.89262 1.56455 0.68375 -0.8691
C -5.79745 2.14292 1.56083 -0.5073
C -5.42697 2.37802 2.87709 -0.7998
C -4.15396 2.04213 3.31595 -0.0297
C -3.21889 1.47559 2.45305 -0.0985
P -1.50276 0.85663 2.83683 0.2883
C -1.62731 0.98139 4.67456 0.3099
C -2.19510 -0.12365 5.31049 -0.4682
C -2.35935 -0.15058 6.68589 -0.7261
C -1.94524 0.92884 7.45459 -0.4785
C -1.36593 2.02653 6.83542 -0.7254
C -1.20539 2.05325 5.45562 0.0320
C -0.57078 2.43234 2.51319 1.6444
C 0.82404 2.40721 2.37624 -0.6082
C 1.54281 3.58361 2.22336 -0.5199
C 0.89450 4.80804 2.21513 -0.7993
C -0.48212 4.84903 2.35134 -0.6425
C -1.20667 3.67488 2.48749 -0.6836
H -5.16188 1.36910 -0.34663 0.4714
H -6.78940 2.40388 1.21475 0.3625
H -6.13285 2.83090 3.56296 0.4019
H -3.87715 2.23073 4.34649 0.4268
H -2.49937 -0.97194 4.70597 0.4029
H -2.80127 -1.01705 7.16365 0.3769
H -2.07218 0.91093 8.53012 0.3526
H -1.03705 2.86930 7.43205 0.3834
H -0.73999 2.91296 4.99059 0.3463
H 1.35346 1.46512 2.41716 0.4010
H 2.61962 3.55013 2.11354 0.4205
H 1.46451 5.72214 2.09860 0.3252
H -0.99971 5.80096 2.34518 0.4393
H -2.28149 3.73849 2.57889 0.2726
C 5.27916 -5.14756 0.36521 -0.5513
O 5.04347 -5.03746 1.74974 -0.4653
C 4.14289 -4.08835 2.14345 1.1730
C 3.86159 -4.07881 3.52814 -0.9741
C 2.99067 -3.14556 4.01419 -0.6910
C 2.33553 -2.20292 3.19355 -0.1775
C 1.47878 -1.19692 3.76220 0.5422
C 1.53754 -0.95366 5.26913 -1.5852
O 0.71325 -0.49718 3.09184 -0.0788
C 2.58959 -2.21513 1.76491 -0.7988
O 2.06030 -1.43247 0.93833 -0.2831
C 3.54567 -3.19749 1.30132 0.0372
H 5.89441 -6.03510 0.23069 0.2518
H 5.81084 -4.27463 -0.02537 0.3205
H 4.34431 -5.26570 -0.19097 0.0959
H 4.35199 -4.80229 4.16597 0.3944
H 2.77718 -3.15949 5.07603 0.3990
H 2.56165 -1.01063 5.63332 0.4539
H 0.93498 -1.69466 5.79913 0.3555
H 1.13063 0.03384 5.47623 0.2101
H 3.76102 -3.16553 0.23991 0.4875
```

***

2.
One molecule with the formula C2HCl3S2 in a non-equilibrium geometry, computed with ωB97M-V/def2-TZVPD.

Results
orbital gap = 8.1 eV
structure (SMILES) = S=C(S)C(Cl)(Cl)Cl
energy relative to the best compared isomer or geometry (same formula, charge and spin) = 27.0 kJ/mol
total charge = 0

```
8
Properties=species:S:1:pos:R:3:mulliken_charge:R:1
S -0.75083 2.23481 -0.10104 -0.1423
C -0.65832 0.58237 -0.06556 0.0365
S -1.97598 -0.51665 -0.11086 -0.0645
C 0.79465 -0.06108 0.01315 0.2736
Cl 0.82193 -1.33523 -1.26160 -0.0887
Cl 1.00537 -0.61245 1.61200 -0.0380
Cl 2.09677 1.23987 -0.43860 -0.1323
H -1.33359 -1.53164 0.35250 0.1557
```

***

3.
A 3-piece molecular cluster, C36H60N4O11P2S2Si overall in a non-equilibrium geometry, computed with ωB97M-V/def2-TZVPD.

Results
orbital gap = 7.9 eV
structure (SMILES) = CCCCOc1c([PH2]=O)c([PH2]=S)cc2c1Sc1c(cc(CCO[Si](C)(C)C)c(CC(N)(N)N)c1COCCOCC)N2.C[C@@H]1COC(=O)O1.C[C@@H]1COC(=O)O1
total charge = 0

```
116
Properties=species:S:1:pos:R:3:mulliken_charge:R:1
C -1.28861 -4.42509 0.78666 -1.2413
C 0.04804 -4.46563 1.54826 -0.2431
C -0.09069 -4.14787 3.03444 -0.6049
C -0.17549 -2.64253 3.39494 -0.6843
O -0.24134 -1.83092 2.20446 -0.5124
C 0.44154 -0.65076 2.24493 0.0639
C 1.82166 -0.54924 2.45467 1.0114
P 2.88529 -1.98489 2.67165 0.8005
O 3.52398 -2.02468 4.01669 -0.7687
C 2.42298 0.72567 2.48903 -0.7225
P 4.20105 1.04947 2.77382 0.3459
S 4.55169 2.69600 3.76461 -0.4340
C 1.66926 1.86427 2.28710 -1.0946
C 0.29959 1.76716 2.04407 -0.0194
C -0.30289 0.51430 2.04637 0.9026
S -2.05494 0.46638 1.79203 -0.4647
C -2.17846 1.72889 0.53343 0.7275
C -1.33921 2.82620 0.69870 0.2584
C -1.38079 3.83779 -0.24598 -0.6271
C -2.24102 3.77535 -1.33446 0.1294
C -2.15725 4.93644 -2.30158 -1.1537
C -0.87307 4.84006 -3.12900 -0.3732
O -0.99876 3.81265 -4.09352 -0.4401
Si 0.24219 2.68679 -4.15643 0.6688
C 0.01445 1.24362 -2.97065 -0.5364
C 1.94621 3.43535 -3.91864 -1.0507
C 0.18672 1.97890 -5.90181 -1.2012
C -3.09401 2.66879 -1.50480 1.2835
C -3.98789 2.60520 -2.72289 -3.1551
C -5.48404 3.01455 -2.49852 1.1200
N -6.30558 1.81966 -2.57602 -0.5013
N -5.81594 3.90479 -3.62391 -0.7353
N -5.67743 3.65526 -1.19633 -0.5523
C -3.05645 1.63135 -0.54727 -0.2293
C -3.98055 0.44331 -0.71332 -1.3936
O -3.30811 -0.79611 -0.66279 -0.3267
C -3.83151 -1.72309 0.25362 0.4115
C -4.91273 -2.64826 -0.36594 -0.6993
O -5.20410 -2.23373 -1.67737 -0.2089
C -6.53318 -2.52652 -2.10480 -0.2396
C -6.49144 -3.15518 -3.48397 -1.2755
N -0.46702 2.90369 1.80862 -0.2847
H -1.54686 -5.40571 0.40258 0.3740
H -1.22560 -3.76102 -0.07106 0.2477
H -2.08856 -4.05850 1.42256 0.2690
H 0.79813 -3.86796 1.04409 0.2590
H 0.40234 -5.49383 1.48960 0.5880
H 0.77607 -4.56306 3.55322 -0.1139
H -0.95357 -4.67856 3.42265 0.4846
H 0.63375 -2.32707 4.04626 0.6184
H -1.12465 -2.49386 3.90566 0.3467
H 2.16138 -3.14150 2.38225 -0.0525
H 3.83379 -1.87623 1.63304 0.1931
H 4.80166 -0.07735 3.34253 0.0478
H 4.72299 1.19122 1.47442 0.0102
H 2.11810 2.84701 2.31553 0.2366
H -0.71158 4.67925 -0.11339 0.4015
H -2.96703 4.92546 -3.02061 -0.2881
H -2.17987 5.88817 -1.77797 0.5860
H -0.04021 4.68706 -2.43794 0.3179
H -0.70249 5.79498 -3.63001 0.4150
H -0.96990 1.20208 -2.51128 -0.1953
H 0.77642 1.25899 -2.19315 0.2838
H 0.14201 0.31593 -3.52538 0.4592
H 2.64580 2.80945 -4.46801 0.3350
H 2.23637 3.34731 -2.87258 0.2307
H 2.03534 4.47388 -4.22082 0.3528
H 0.54917 2.73588 -6.59218 0.2875
H -0.81406 1.64594 -6.16253 0.2972
H 0.86017 1.12328 -5.91572 0.3597
H -3.55684 3.19851 -3.51525 0.9709
H -3.95738 1.58441 -3.09196 0.7140
H -7.24441 2.00570 -2.24868 0.2332
H -6.31940 1.48243 -3.52757 0.2419
H -5.09355 4.61322 -3.70437 0.2770
H -6.67683 4.40926 -3.42978 0.2961
H -6.29435 3.09628 -0.62178 0.2104
H -6.08280 4.56855 -1.33672 0.2228
H -4.77234 0.52334 0.03952 0.4753
H -4.48065 0.50103 -1.66616 0.4232
H -2.99294 -2.32415 0.59124 -0.6642
H -4.20035 -1.21584 1.14384 0.4563
H -4.53954 -3.67596 -0.33634 0.2836
H -5.79481 -2.61649 0.27727 0.4838
H -7.02419 -3.22860 -1.43422 0.3726
H -7.07572 -1.58235 -2.13508 0.2483
H -6.23996 -4.20992 -3.43427 0.3089
H -7.47647 -3.07330 -3.94098 0.3935
H -5.77529 -2.63861 -4.11565 0.3182
H 0.10088 3.73751 1.76476 0.3297
C 9.04487 2.49209 -0.08434 -1.4517
C 7.83918 2.12570 -0.91282 0.4597
C 7.69197 2.90364 -2.20180 -0.4784
O 6.27025 2.91614 -2.38956 -0.3228
C 5.69500 2.80197 -1.16896 0.5841
O 4.53987 2.96274 -0.94467 -0.4667
O 6.61927 2.47595 -0.23461 -0.2913
H 9.09560 1.87608 0.81283 0.3590
H 9.96175 2.34848 -0.65616 0.3836
H 8.98417 3.53115 0.24033 0.3540
H 7.81967 1.04866 -1.10126 0.2537
H 8.18084 2.42824 -3.04848 0.3106
H 8.04195 3.93470 -2.11327 0.3066
C 4.45890 -4.34341 5.84483 -1.0509
C 3.55790 -5.55108 5.83458 0.6469
C 3.89596 -6.62203 6.84640 -0.4615
O 3.43458 -7.81673 6.19873 -0.3421
C 3.46893 -7.59764 4.86141 0.6506
O 3.32994 -8.43936 4.03551 -0.5416
O 3.68406 -6.28612 4.59967 -0.3535
H 4.12476 -3.61587 5.09740 0.0310
H 4.45227 -3.86607 6.82557 0.3690
H 5.48292 -4.62830 5.59411 0.3518
H 2.51222 -5.24235 5.93007 0.1880
H 3.38797 -6.48880 7.79843 0.3277
H 4.97096 -6.71153 7.01839 0.2876
```